{
  "formula": "C4H6O2",
  "method": "the ωB97M-V functional and the def2-TZVPD basis",
  "symbols": ["O", "O", "C", "C", "C", "C", "H", "H", "H", "H", "H", "H"],
  "xyz": [[2.610, -0.249, -1.231], [-1.714, -0.030, 1.292], [2.194, 0.276, -0.220], [-0.222, -0.090, -0.616], [-1.636, -0.163, -0.109], [0.767, 0.381, 0.149], [-2.087, -1.109, -0.449], [2.896, 0.683, 0.537], [-2.249, 0.645, -0.526], [-1.090, -0.670, 1.663], [0.531, 0.823, 1.113], [-0.001, -0.496, -1.603]],
  "lowdin_charge": [0.04, -0.07, -0.27, -0.04, -0.26, -0.07, 0.12, 0.11, 0.13, 0.09, 0.11, 0.12],
  "smiles": "O=C/C=C/CO",
  "e_homo_ev": -10.043,
  "relative_energy_kcal_mol": 35.8,
  "max_force_ev_per_a": 0.5,
  "homo_lumo_gap_ev": 10.07
}